Formula: C14H16O
Source: OMol25
Level of theory: ωB97M-V/def2-TZVPD

As for the spin multiplicity: 1. For the HOMO-LUMO gap, the calculation gives 0.336 Ha. The molar mass comes out at 200.28 g mol⁻¹. The calculation puts the HOMO energy at -8.40 eV. The relative energy (zero: lowest compared OMol25 entry of this formula, charge and spin) is 57.7 kcal/mol.

Each line ends with the Mulliken charge.
Element x y z (Å)
C (0.15941, 1.17477, 2.83756)  -1.467
C (-0.38329, 0.03270, 2.10795)  0.537
C (-1.55947, 0.03189, 1.31331)  -0.052
C (0.28432, -1.18117, 2.06484)  -0.085
C (-2.23350, -1.15426, 0.83476)  -1.068
C (-0.06869, -2.26648, 1.28567)  -1.200
C (-1.42509, -2.29196, 0.84836)  0.777
O (-1.86477, -3.51941, 0.45453)  -0.569
H (1.06963, 1.60844, 2.31137)  0.144
H (0.53356, 0.69695, 3.72756)  0.461
H (-2.02259, 1.00426, 1.04241)  0.428
H (1.30217, -1.14984, 2.50883)  0.304
H (-3.22990, -1.22884, 0.54292)  0.501
H (0.51102, -3.06761, 1.41641)  0.597
H (-2.16471, -3.45941, -0.44514)  0.337
H (-0.40411, 2.03053, 3.24202)  0.349
C (-0.21596, -0.43692, -3.27376)  -1.534
C (2.41972, 0.99836, -1.02116)  -0.854
C (1.74832, 0.24018, -1.90109)  -0.441
C (1.73817, 2.00485, -0.35443)  -0.325
C (0.31131, 0.43301, -2.20205)  0.953
C (0.35960, 2.25476, -0.64040)  -0.297
C (-0.35896, 1.42079, -1.50449)  -0.146
H (3.46203, 1.06843, -0.81686)  0.408
H (2.32361, -0.49590, -2.41991)  0.307
H (2.34057, 2.65814, 0.38266)  0.377
H (-0.15947, 3.20635, -0.10336)  0.210
H (0.49472, -1.31289, -3.23916)  0.309
H (-0.26975, 0.02134, -4.24974)  0.339
H (-1.48199, 1.44152, -1.48941)  0.321
H (-1.21591, -0.76258, -3.26020)  0.375

Formula: C14H16O
Source: OMol25
Level of theory: ωB97M-V/def2-TZVPD

As for the spin multiplicity: 1. For the HOMO-LUMO gap, the calculation gives 0.329 Ha. The molar mass comes out at 200.28 g mol⁻¹. The calculation puts the HOMO energy at -8.10 eV. The relative energy (zero: lowest compared OMol25 entry of this formula, charge and spin) is 55.2 kcal/mol.

Each line ends with the Mulliken charge.
Element x y z (Å)
C (1.52792, -1.95263, -1.54409)  -1.289
C (1.38896, -2.04087, 1.01428)  -0.420
C (1.01118, -2.56605, -0.28793)  0.405
C (0.57160, -2.35246, 2.11482)  -0.584
C (-0.66655, -2.97329, 1.95910)  0.876
C (0.00796, -3.51146, -0.24555)  -0.495
C (-0.95411, -3.62962, 0.73155)  -0.772
O (-1.60615, -2.86864, 2.91553)  -0.520
H (2.24161, -1.46956, 1.28299)  0.431
H (0.90061, -1.90778, 3.04682)  0.219
H (1.56307, -0.89357, -1.76046)  0.478
H (0.79133, -2.43369, -2.26626)  0.299
H (-0.06964, -4.28173, -1.04653)  0.328
H (-1.25065, -2.46938, 3.72519)  0.295
H (-1.83942, -4.13696, 0.57840)  0.558
H (2.51210, -2.31440, -1.81772)  0.340
C (0.40912, 4.72826, 0.07117)  -1.476
C (0.13997, 1.08982, -0.77702)  0.672
C (-1.20546, 0.87293, -1.00411)  -0.811
C (0.69637, 2.33817, -0.57393)  -0.658
C (-0.17834, 3.47048, -0.40992)  1.036
C (-2.01030, 2.03787, -0.96103)  -0.367
C (-1.57192, 3.34807, -0.63860)  -0.905
H (0.74954, 0.11566, -0.88031)  -0.405
H (-1.63934, -0.09464, -1.24089)  0.450
H (1.75877, 2.41515, -0.47891)  0.426
H (-3.00669, 1.91148, -1.18796)  0.422
H (-0.19270, 5.41807, 0.59321)  0.408
H (0.79163, 5.19583, -0.89385)  0.269
H (-2.13161, 4.24430, -0.74326)  0.428
H (1.26115, 4.71064, 0.72526)  0.361

Q: What is the formula in the second record?
A: C14H16O